Record 1
Computed, not measured: C4Cl2IrO4Sc as an isolated structure at a distorted geometry, with ωB97M-V/def2-TZVPD.

Each line ends with the Mulliken spin population.
Geometry (Å):
Sc (-4.61999, -3.24929, -0.54764)  -0.026
Ir (-1.20430, -1.06630, 0.18320)  2.386
Cl (-2.69081, -4.38794, -0.62249)  0.700
Cl (-3.31540, -1.16549, -0.71647)  0.350
C (-0.15921, 0.14643, -0.70181)  0.138
C (-6.38043, -5.11276, -0.36714)  0.005
C (-5.99157, -3.63102, -2.29853)  -0.001
O (0.48867, 0.97165, -1.24731)  0.164
O (-6.55333, -6.24512, -0.59971)  0.002
O (-6.73779, -3.99741, -3.11352)  0.001
O (0.87533, -1.73259, 2.31126)  0.182
C (0.08761, -1.51275, 1.46278)  0.099

Computed properties:
total charge: +4
spin multiplicity: 5
energy relative to the best compared isomer or geometry (same formula, charge and spin): 3.629 eV
molar mass: 420.12 g mol⁻¹
expectation value of S²: 6.03

---

Record 2
Computed, not measured: C4F5N3ReS4Sb as an isolated structure, with ωB97M-V/def2-TZVPD.

Each line ends with the Mulliken charge.
Geometry (Å):
Re (0.13617, -0.88499, 0.43745)  1.106
S (-4.39027, -2.06229, -0.36025)  -0.174
Sb (-2.78480, -2.95548, -1.42995)  1.254
S (-0.95927, 0.00450, -1.05517)  -0.017
S (-0.72507, -2.72378, 0.89659)  -0.099
S (-1.67991, -3.97114, -2.92795)  -0.172
N (0.40890, 0.19340, 1.86205)  -0.845
C (0.60099, 0.93796, 2.84517)  0.705
N (0.73053, 1.63750, 3.76522)  -0.062
C (1.10738, 2.37829, 4.78630)  0.447
N (1.43672, 3.02653, 5.67702)  -0.191
F (1.73501, -2.58372, -1.34310)  -0.220
C (1.94093, -1.43946, -0.69198)  0.249
F (2.25773, -0.47856, -1.55877)  -0.178
C (3.07141, -1.59411, 0.36234)  0.777
F (3.32797, -0.38776, 0.87557)  -0.197
F (2.57502, -2.36588, 1.35499)  -0.212
F (4.15472, -2.12608, -0.12488)  -0.173

Computed properties:
total charge: +2
molar mass: 621.29 g mol⁻¹
energy: -2726.53180 Ha

---

Record 3
Computed, not measured: a 2-piece molecular cluster, C4H10 overall at a distorted geometry, with ωB97M-V/def2-TZVPD.

Each line ends with the Mulliken charge.
Geometry (Å):
C (4.04008, 4.50844, -0.32701)  -0.911
H (3.99191, 3.92893, -1.20007)  0.260
H (4.94258, 5.27910, -0.59448)  0.187
H (4.17822, 3.98887, 0.56810)  0.227
H (3.08918, 5.03944, -0.45112)  0.237
C (-2.94503, -3.37265, -0.13587)  -1.048
C (-2.51534, -2.06457, 0.55627)  0.053
C (-1.20755, -1.74768, 0.58897)  -0.671
H (-3.98933, -3.55733, -0.01124)  0.316
H (-2.84017, -3.38064, -1.17550)  0.314
H (-2.30207, -4.18035, 0.16350)  0.295
H (-3.33256, -1.42568, 0.89362)  0.311
H (-0.76641, -0.83788, 1.11444)  0.217
H (-0.34351, -2.17799, 0.01039)  0.214

Computed properties:
total charge: 0
SMILES string: C=CC.C
energy relative to the best compared isomer or geometry (same formula, charge and spin): 1.985 eV
molar mass: 58.12 g mol⁻¹